[1]
A molecular structure, C32H26N7NaS3Si at a distorted geometry, computed with ωB97M-V with the def2-TZVPD basis set.

Values from the calculation:
charge: -2
gap between HOMO and LUMO: 2.7 eV
HOMO energy: -0.0010 Eh
LUMO: 2.679 eV

Last column: Löwdin charge in e.
CARTESIAN COORDINATES (ANGSTROEM)
Na  2.87  0.30  -0.05  0.093
N  4.39  -1.22  3.62  0.155
C  3.23  -0.80  4.34  -0.160
C  2.89  -0.83  5.69  -0.039
C  1.67  -0.22  6.03  -0.099
C  0.87  0.34  5.03  -0.094
C  1.14  0.20  3.68  0.012
C  2.36  -0.35  3.33  -0.241
N  2.95  -0.40  2.13  0.160
C  4.22  -0.81  2.33  -0.230
C  5.24  -1.11  1.35  -0.265
C  6.43  -1.79  1.55  -0.336
S  7.26  -1.99  0.03  1.006
C  6.00  -1.16  -0.77  -0.441
N  5.04  -0.74  -0.01  0.047
H  5.30  -1.42  4.03  0.155
H  3.58  -1.18  6.44  0.096
H  1.40  -0.13  7.10  0.107
H  -0.08  0.86  5.25  0.113
H  0.41  0.49  2.89  0.116
H  6.74  -2.32  2.42  0.052
H  5.90  -1.06  -1.82  0.072
S  3.53  0.80  -3.17  0.456
C  2.55  2.16  -3.32  -0.876
C  1.61  2.18  -4.42  -0.315
N  0.72  2.17  -5.20  0.116
C  2.57  3.23  -2.38  -0.908
S  2.64  3.12  -0.71  0.477
C  2.20  4.51  -2.82  -0.379
N  1.96  5.61  -3.17  0.096
N  1.40  -1.88  -2.45  -0.051
N  1.50  -1.51  -1.03  -0.114
H  2.01  -2.65  -2.60  0.021
H  1.73  -1.06  -3.00  -0.011
H  2.11  -2.10  -0.47  0.035
H  0.57  -1.32  -0.58  -0.006
C  -4.50  0.33  3.40  -0.129
C  -5.07  -0.04  2.15  -0.107
C  -4.29  -0.07  0.95  -0.122
C  -2.92  0.26  0.98  -0.310
C  -2.38  0.67  2.22  -0.136
C  -3.17  0.81  3.36  -0.132
Si  -1.96  0.07  -0.68  0.739
C  -2.65  -1.54  -1.43  -0.338
C  -2.79  -1.70  -2.82  -0.135
C  -2.98  -2.93  -3.43  -0.132
C  -3.17  -4.02  -2.61  -0.142
C  -3.32  -3.83  -1.21  -0.139
C  -2.98  -2.64  -0.62  -0.150
C  -2.26  1.55  -1.80  -0.295
C  -1.24  2.34  -2.35  -0.107
C  -1.51  3.33  -3.28  -0.087
C  -2.86  3.57  -3.63  -0.129
C  -3.90  2.95  -3.00  -0.152
C  -3.64  1.95  -2.06  -0.103
H  -5.14  0.33  4.28  0.077
H  -6.08  -0.38  2.17  0.070
H  -4.80  -0.35  0.03  0.086
H  -1.36  0.99  2.17  0.051
H  -2.75  1.47  4.21  0.108
H  -2.75  -0.78  -3.41  0.101
H  -3.01  -2.91  -4.56  0.109
H  -3.25  -5.02  -3.06  0.075
H  -3.74  -4.64  -0.66  0.070
H  -3.03  -2.61  0.53  0.121
H  -0.21  2.15  -2.13  0.072
H  -0.63  3.87  -3.62  0.083
H  -3.11  4.27  -4.43  0.088
H  -4.97  3.12  -3.30  0.098
H  -4.52  1.47  -1.61  0.081

=====

[2]
A molecular structure, C32H26N9O2TeTi at a distorted geometry, computed with ωB97M-V with the def2-TZVPD basis set.

Values from the calculation:
charge: +1
spin multiplicity: 3
gap between HOMO and LUMO (spin up / spin down): 5.5 / 7.5 eV
expectation value of S²: 2.0206
HOMO energy (spin up / spin down): -0.3201 / -0.3997 Eh
LUMO (spin up / spin down): -3.236 / -3.389 eV

Last column: Mulliken spin population.
CARTESIAN COORDINATES (ANGSTROEM)
Ti  -0.06  0.82  -1.01  0.820
O  -2.04  -2.29  -2.63  0.002
C  -1.59  -1.37  -1.97  0.016
N  -0.48  -0.62  -2.22  0.015
C  0.41  -0.89  -3.25  -0.006
O  0.57  -1.93  -3.84  0.006
C  1.17  0.38  -3.53  0.069
C  1.92  0.58  -4.69  -0.018
C  2.51  1.81  -4.91  0.033
C  2.33  2.81  -3.95  -0.018
C  1.60  2.54  -2.82  0.076
N  1.03  1.34  -2.59  -0.042
C  -2.30  -0.84  -0.75  0.025
C  -3.54  -1.34  -0.36  -0.009
C  -4.15  -0.81  0.75  0.028
C  -3.49  0.20  1.46  -0.012
C  -2.26  0.63  1.03  0.066
N  -1.66  0.13  -0.07  -0.049
H  2.00  -0.23  -5.40  -0.001
H  3.09  2.01  -5.80  0.002
H  2.75  3.79  -4.08  0.000
H  1.45  3.30  -2.06  -0.007
H  -3.98  -2.13  -0.95  0.000
H  -5.12  -1.16  1.08  0.000
H  -3.93  0.64  2.34  0.001
H  -1.71  1.39  1.57  -0.003
N  -2.73  2.31  -2.21  0.003
C  -2.02  3.09  -1.37  0.006
N  -2.47  4.29  -1.08  0.038
C  -1.75  5.01  -0.19  0.017
N  -2.19  6.23  0.11  0.026
N  -0.63  4.58  0.39  0.063
C  -0.21  3.37  0.04  0.169
N  -0.89  2.57  -0.85  0.052
C  1.05  2.86  0.49  0.187
C  1.97  3.62  1.22  -0.019
C  3.25  3.15  1.39  0.132
C  3.60  1.91  0.81  0.025
C  2.64  1.18  0.17  0.098
N  1.37  1.60  0.03  0.144
H  -3.50  2.75  -2.69  0.000
H  -2.30  1.48  -2.61  0.004
H  -3.00  6.58  -0.36  0.000
H  -1.64  6.82  0.71  -0.001
H  1.65  4.58  1.61  0.006
H  3.98  3.72  1.93  0.011
H  4.61  1.53  0.89  0.003
H  2.86  0.22  -0.29  0.017
Te  0.60  -1.25  1.11  -0.005
C  -0.82  -2.85  1.09  0.000
C  -1.73  -2.97  2.13  -0.001
C  -2.62  -4.02  2.16  -0.001
C  -2.61  -4.97  1.15  0.001
C  -1.70  -4.85  0.11  -0.001
C  -0.81  -3.80  0.08  0.002
C  1.92  -2.43  2.38  0.032
C  2.82  -3.35  1.86  -0.003
C  3.64  -4.07  2.71  0.001
C  3.57  -3.88  4.07  0.000
C  2.66  -2.98  4.60  0.001
C  1.84  -2.26  3.75  -0.005
H  -1.73  -2.23  2.93  0.001
H  -3.32  -4.12  2.98  0.000
H  -3.29  -5.80  1.18  0.000
H  -1.69  -5.59  -0.68  0.000
H  -0.10  -3.72  -0.74  0.001
H  2.87  -3.50  0.79  0.001
H  4.34  -4.78  2.29  0.000
H  4.22  -4.43  4.73  0.000
H  2.59  -2.84  5.67  0.000
H  1.12  -1.55  4.16  0.000